Record 1
11
Properties=species:S:1:pos:R:3 method="wB97M-V/def2-TZVPD" homo_energy_ev=-3.0 relative_energy_kj_mol=66.5 max_force_ev_per_a=2.20 total_charge=-1 lumo_energy_ev=4.2724 gap_ev=7.27
S -2.569 -0.054 0.972
H -3.638 -0.396 0.263
C 0.567 0.639 0.201
O -0.450 0.874 -0.751
C 1.360 -0.635 -0.340
H 0.170 0.387 1.212
H 1.187 1.572 0.238
H -1.213 0.238 -0.408
H 2.136 -0.282 -1.046
H 0.485 -1.162 -0.709
H 1.964 -1.181 0.369

---

Record 2
12
Properties=species:S:1:pos:R:3 method="wB97M-V/def2-TZVPD" homo_energy_ev=-2.6 relative_energy_kj_mol=260.6 max_force_ev_per_a=3.70 total_charge=-1 lumo_energy_ev=3.6497 gap_ev=6.24
C -1.995 0.237 1.284
O -2.783 -0.522 1.877
H -1.589 -0.098 0.379
H 1.377 -4.218 -3.255
H -1.734 1.414 1.601
C 1.043 1.851 0.564
S 0.414 1.190 -1.140
S 0.361 -0.955 -0.955
H 0.834 1.016 1.308
H 2.025 2.230 0.204
H 0.362 2.574 0.855
H 1.685 -4.717 -2.723

---

Record 3
12
Properties=species:S:1:pos:R:3 method="wB97M-V/def2-TZVPD" homo_energy_ev="-9.2 / -7.7" relative_energy_kj_mol=352.9 max_force_ev_per_a=4.85 lumo_energy_ev="-0.9292 / -1.8208" gap_ev="8.31 / 5.91"
C -2.986 0.649 0.608
C 2.885 -0.940 -1.006
P 1.255 1.437 -0.514
S -2.351 -0.322 -0.809
S 2.189 -0.078 0.535
H -3.931 0.912 0.416
H -2.401 1.451 0.663
H -3.095 -0.059 1.394
H 3.405 -1.694 -0.573
H 3.396 -0.211 -1.496
H 2.034 -1.317 -1.561
H 0.159 1.426 0.293

---

Record 4
10
Properties=species:S:1:pos:R:3 method="wB97M-V/def2-TZVPD" homo_energy_ev=-1.9 relative_energy_kj_mol=54.9 max_force_ev_per_a=0.95 total_charge=-1 lumo_energy_ev=2.4373 gap_ev=4.32
C 5.287 2.567 -0.808
H 4.379 3.143 -0.936
H 5.080 1.745 -0.143
H 6.080 3.244 -0.510
H 5.532 2.074 -1.757
C -5.164 -2.622 0.865
S -6.829 -1.927 0.539
H -4.608 -1.903 1.467
H -5.127 -3.591 1.364
H -4.630 -2.728 -0.081

---

Record 5
10
Properties=species:S:1:pos:R:3 method="wB97M-V/def2-TZVPD" homo_energy_ev=-2.0 relative_energy_kj_mol=97.7 max_force_ev_per_a=2.20 total_charge=-1 lumo_energy_ev=3.6961 gap_ev=5.73
C -0.882 -2.988 -0.345
H -0.020 -2.779 0.277
H -0.685 -2.418 -1.286
H -0.989 -4.062 -0.587
H -1.879 -2.615 -0.114
C 1.046 2.988 0.368
S -0.836 2.507 0.547
H 1.131 3.780 -0.415
H 1.598 2.054 0.354
H 1.516 3.532 1.200

---

Record 6
11
Properties=species:S:1:pos:R:3 method="wB97M-V/def2-TZVPD" homo_energy_ev=-2.7 relative_energy_kj_mol=43.6 max_force_ev_per_a=1.32 total_charge=-1 lumo_energy_ev=3.4641 gap_ev=6.18
S -0.029 0.930 -2.025
H 0.092 1.702 -3.125
C -0.874 0.786 0.959
S -0.103 -0.764 1.570
C 0.840 -1.390 0.153
H -1.598 0.565 0.178
H -0.130 1.496 0.622
H -1.376 1.121 1.879
H 1.354 -2.278 0.544
H 0.249 -1.571 -0.736
H 1.574 -0.595 -0.018

---

Electronic energy values, unit eV, following the record order: -15070.7166, -25904.1934, -33143.4846, -13023.0483, -13022.6049, -23858.7633.